Entry 1:
180
Properties=species:S:1:pos:R:3:forces:R:3:lowdin_charge:R:1 method="wB97M-V/def2-TZVPD" gap_ev=9.18 e_above_lowest_kj_mol=247.8
C 1.381 -21.927 17.651 -0.4 -1.1 -1.0 0.011
C 1.219 -20.964 16.462 1.7 -2.2 0.0 -0.540
O 0.491 -20.004 16.504 -0.3 0.8 -0.4 0.029
N 1.996 -21.369 15.388 0.0 0.8 0.0 0.018
C 2.247 -20.461 14.255 -0.9 -0.4 0.7 -0.070
H 0.437 -22.455 17.831 -0.1 0.3 -0.1 0.076
H 1.627 -21.424 18.564 0.3 0.5 0.4 0.050
H 2.100 -22.741 17.421 -0.2 0.7 0.3 0.086
H 2.695 -22.087 15.558 -0.3 0.5 0.1 0.119
H 1.260 -20.093 14.012 0.0 0.3 -0.6 0.081
H 2.731 -20.941 13.426 -0.2 -0.8 -0.4 0.079
H 2.922 -19.653 14.475 0.1 0.5 0.7 0.038
C 0.335 -22.369 21.674 -0.6 0.6 -1.0 0.003
C -0.757 -23.367 21.347 1.8 -1.5 2.7 -0.579
O -0.930 -24.369 22.052 -0.3 0.7 -0.9 0.025
N -1.369 -23.099 20.221 -2.1 -0.7 -1.8 0.020
C -2.400 -23.978 19.613 1.1 0.3 0.6 -0.028
H -0.164 -21.414 21.829 0.2 0.5 -0.4 0.069
H 1.025 -22.334 20.806 -0.2 0.2 0.6 0.080
H 0.837 -22.553 22.589 0.5 -0.7 0.7 0.068
H -1.321 -22.167 19.882 0.1 0.7 -0.3 0.095
H -3.391 -23.800 19.989 -0.5 0.5 0.1 0.074
H -2.167 -25.000 19.906 0.2 0.0 -0.3 0.082
H -2.352 -23.810 18.541 -0.2 -0.3 -0.1 0.077
C -5.310 -17.254 19.057 -0.5 1.5 -0.4 0.023
C -6.798 -17.375 19.366 0.6 1.1 -0.2 -0.521
O -7.538 -16.411 19.651 0.8 -0.8 0.0 -0.009
N -7.254 -18.600 19.235 -1.0 -1.5 0.5 0.043
C -8.613 -18.934 19.566 -0.2 0.2 -0.1 -0.042
H -4.769 -16.955 19.974 -0.1 -0.1 -0.5 0.082
H -5.216 -16.441 18.275 0.1 -0.9 1.0 0.105
H -4.930 -18.175 18.637 0.2 -0.2 0.1 0.053
H -6.679 -19.401 19.087 1.0 -0.1 -0.1 0.112
H -8.885 -19.933 19.225 0.1 0.2 -0.1 0.100
H -9.198 -18.160 19.136 -1.0 0.4 -0.7 0.074
H -8.833 -18.846 20.612 0.2 -0.2 0.8 0.058
C 5.488 -19.834 22.540 0.5 -2.2 -2.0 0.010
C 4.943 -18.641 21.944 -0.8 1.4 -0.3 -0.584
O 4.938 -18.455 20.741 0.2 0.3 -1.0 0.013
N 4.360 -17.807 22.816 0.5 0.2 0.6 0.029
C 3.896 -16.486 22.511 0.0 2.2 -0.3 -0.071
H 4.778 -20.282 23.162 -1.0 -0.7 1.3 0.078
H 6.411 -19.711 23.024 1.2 0.4 0.8 0.081
H 5.646 -20.535 21.698 0.1 0.2 0.5 0.106
H 4.545 -18.062 23.775 -0.3 0.3 0.1 0.143
H 2.837 -16.354 22.739 0.0 -0.2 -0.2 0.060
H 4.058 -16.202 21.450 -0.2 -0.7 0.6 0.077
H 4.420 -15.649 23.066 -0.2 -1.2 -0.2 0.107
C 0.406 -13.134 17.640 2.5 -0.3 0.1 0.015
C -0.562 -14.303 17.765 0.3 0.4 -0.9 -0.574
O -1.663 -14.132 18.236 -1.1 0.3 0.9 0.030
N -0.188 -15.468 17.236 1.4 -1.1 -0.9 0.036
C -1.000 -16.705 17.205 0.3 0.8 -0.6 -0.038
H 0.693 -12.757 18.622 -0.2 -0.4 0.2 0.050
H -0.038 -12.297 17.187 -1.2 0.9 -0.7 0.059
H 1.400 -13.213 17.068 -1.5 -0.7 0.7 0.100
H 0.744 -15.478 16.807 -0.5 -0.3 0.2 0.089
H -1.308 -16.911 18.201 -0.4 -0.3 1.0 0.047
H -0.378 -17.559 16.870 -0.4 0.6 -0.1 0.075
H -1.936 -16.571 16.610 0.9 -0.2 0.2 0.099
C -4.004 -20.037 21.233 1.5 -0.7 1.7 0.002
C -3.848 -20.411 19.822 -0.4 0.8 -0.4 -0.601
O -4.760 -20.926 19.178 0.1 -0.1 -0.3 0.014
N -2.683 -20.029 19.250 0.8 0.1 -2.0 0.032
C -2.580 -20.090 17.751 0.8 0.2 1.0 -0.050
H -3.064 -20.324 21.786 -0.9 0.4 -0.3 0.107
H -4.847 -20.493 21.712 -0.4 -0.4 0.0 0.080
H -4.118 -18.976 21.364 0.1 0.6 -0.2 0.053
H -1.974 -19.416 19.697 -1.1 -0.8 0.2 0.109
H -2.821 -21.080 17.346 0.2 0.1 0.4 0.080
H -1.547 -19.784 17.502 -0.6 -0.4 0.0 0.053
H -3.258 -19.400 17.263 -0.3 0.3 0.1 0.066
C -5.003 -16.818 23.424 1.5 -1.9 0.5 0.023
C -6.079 -17.833 23.504 2.2 -2.7 1.6 -0.574
O -5.795 -18.973 23.975 -0.9 2.0 -1.1 -0.013
N -7.286 -17.478 23.148 -2.2 -1.8 -0.2 0.040
C -8.408 -18.378 23.417 1.3 -0.9 2.0 -0.055
H -5.302 -15.905 22.976 0.1 1.0 -0.4 0.050
H -4.146 -17.361 22.936 -0.7 1.0 0.1 0.095
H -4.665 -16.752 24.469 0.0 0.6 -0.4 0.108
H -7.494 -16.566 22.883 -0.1 1.6 -0.5 0.085
H -8.668 -18.293 24.515 -0.3 0.1 -1.2 0.107
H -8.038 -19.422 23.354 -0.1 0.7 -0.3 0.091
H -9.221 -18.236 22.746 -0.7 0.4 -0.3 0.055
C 6.139 -21.260 17.530 -1.0 -0.7 0.8 0.006
C 4.939 -20.367 17.150 0.7 0.3 2.0 -0.533
O 4.524 -20.246 16.018 0.0 -0.3 -0.9 0.018
N 4.438 -19.614 18.171 0.1 -0.2 -0.4 0.043
C 3.344 -18.698 17.898 0.4 0.7 0.3 -0.047
H 5.917 -22.265 18.019 -0.2 1.3 -0.7 0.101
H 6.776 -20.733 18.237 0.2 0.1 -0.1 0.070
H 6.639 -21.456 16.610 0.6 -0.2 -0.5 0.060
H 4.892 -19.570 19.077 -0.1 0.0 -0.1 0.090
H 2.439 -19.245 17.738 -0.7 -0.1 0.1 0.052
H 3.513 -18.121 16.997 0.2 -0.1 -0.2 0.052
H 3.225 -17.949 18.700 0.1 -0.6 -0.2 0.082
C 3.856 -14.493 18.590 1.1 0.5 -0.7 -0.006
C 3.074 -13.859 19.649 -2.2 0.5 1.9 -0.535
O 2.284 -14.503 20.367 0.9 0.5 -0.8 0.005
N 3.202 -12.508 19.832 -0.2 0.1 -0.2 0.027
C 2.230 -11.697 20.536 -1.0 -0.5 0.2 -0.091
H 4.763 -13.899 18.409 0.0 -0.3 0.0 0.098
H 3.326 -14.516 17.634 -0.2 -0.2 0.3 0.060
H 4.104 -15.491 18.920 0.1 -0.3 -0.2 0.077
H 3.692 -11.946 19.167 0.6 -0.4 -0.4 0.123
H 1.974 -10.814 19.955 0.5 0.3 0.2 0.093
H 2.424 -11.491 21.580 0.6 0.3 0.1 0.079
H 1.276 -12.192 20.607 -0.3 -0.7 -0.1 0.048
C -7.660 -13.838 22.403 0.2 1.0 1.8 -0.006
C -6.323 -13.576 21.785 0.6 0.3 -0.4 -0.588
O -5.499 -12.785 22.258 -0.6 0.0 0.2 -0.004
N -6.040 -14.213 20.638 0.3 0.4 -0.4 0.031
C -4.760 -13.930 20.022 0.0 -1.4 0.3 -0.059
H -7.470 -14.119 23.490 -0.5 0.1 -1.4 0.113
H -8.264 -14.502 21.832 -0.3 -1.0 -0.2 0.057
H -8.244 -12.898 22.416 0.5 -0.3 0.2 0.089
H -6.517 -15.015 20.239 -0.9 0.1 0.3 0.070
H -4.716 -14.537 19.124 0.3 0.0 -0.1 0.064
H -4.001 -14.279 20.735 0.4 0.5 -0.5 0.093
H -4.649 -12.906 19.727 0.2 0.6 0.2 0.062
C -4.337 -8.845 22.566 -1.2 -0.5 -0.1 0.012
C -4.544 -9.010 21.065 -0.2 -1.0 1.1 -0.548
O -3.715 -8.650 20.250 0.3 0.4 -0.6 0.030
N -5.622 -9.773 20.761 0.2 0.9 1.4 0.007
C -5.860 -10.239 19.444 -1.1 0.4 -0.5 -0.074
H -3.447 -9.398 22.868 -0.1 0.2 0.1 0.058
H -5.213 -9.269 23.070 0.3 -0.1 0.2 0.081
H -4.310 -7.817 22.884 0.4 0.5 -0.1 0.082
H -6.159 -10.080 21.556 -0.1 -0.2 -0.3 0.121
H -6.282 -9.412 18.819 0.7 -0.9 0.1 0.109
H -6.545 -11.080 19.450 -0.4 0.1 0.2 0.084
H -4.943 -10.664 19.120 0.9 0.1 -1.1 0.067
C -1.287 -16.291 21.211 0.9 0.8 -0.8 0.028
C -0.434 -17.534 21.113 1.0 1.2 0.4 -0.539
O -0.998 -18.573 21.324 -1.1 -2.6 0.0 0.020
N 0.924 -17.524 20.981 -1.1 -0.1 -0.2 0.049
C 1.622 -18.802 20.868 0.1 0.6 1.3 -0.060
H -1.243 -15.958 22.248 -0.4 0.0 0.1 0.077
H -2.272 -16.584 20.878 -0.4 -0.1 0.4 0.063
H -1.033 -15.440 20.565 0.4 -0.2 0.1 0.071
H 1.301 -16.704 20.584 0.8 1.1 -0.4 0.083
H 1.118 -19.405 20.127 0.1 -0.4 -0.4 0.065
H 1.482 -19.307 21.863 0.5 0.2 -1.0 0.103
H 2.689 -18.602 20.617 -1.0 -0.4 0.3 0.058
C 1.855 -16.622 13.849 0.6 1.5 -0.3 0.025
C 2.865 -16.386 14.967 0.0 -1.3 -2.1 -0.566
O 2.552 -15.739 15.920 -1.1 1.8 2.1 0.023
N 4.110 -16.851 14.835 0.4 -1.2 -0.6 0.026
C 5.120 -16.605 15.844 0.6 0.2 -0.3 -0.055
H 0.960 -16.942 14.301 -1.3 -0.2 0.7 0.058
H 2.037 -17.324 13.061 0.8 -0.4 -0.3 0.065
H 1.689 -15.617 13.380 0.0 -0.9 0.4 0.109
H 4.241 -17.652 14.221 0.1 0.5 0.2 0.140
H 5.909 -15.993 15.370 -0.2 -0.2 0.6 0.096
H 5.549 -17.545 16.195 0.0 0.0 -0.1 0.080
H 4.674 -16.088 16.698 0.1 -0.1 -0.3 0.055
C -1.887 -11.385 21.299 -0.4 0.3 -1.2 0.016
C -0.835 -10.402 21.848 -2.4 0.6 -0.3 -0.524
O 0.157 -10.785 22.411 1.9 -0.6 0.5 0.014
N -1.151 -9.079 21.768 -1.5 -2.0 -1.4 0.003
C -0.206 -8.053 21.991 0.0 0.8 2.6 -0.086
H -1.851 -11.433 20.183 0.1 0.4 0.6 0.099
H -2.952 -11.130 21.528 1.0 -0.2 0.1 0.074
H -1.665 -12.408 21.584 0.0 0.0 0.5 0.071
H -2.083 -8.905 21.332 1.3 0.4 0.0 0.095
H 0.488 -7.824 21.215 0.5 -0.2 -0.9 0.071
H 0.370 -8.260 22.942 -0.5 0.2 -1.1 0.107
H -0.809 -7.172 22.177 0.2 0.5 0.1 0.083
C 0.840 -14.210 23.642 -0.4 0.2 0.8 0.001
C -0.549 -13.957 24.283 1.9 0.9 -1.5 -0.606
O -1.223 -14.874 24.630 -1.7 -2.0 1.0 0.052
N -0.932 -12.683 24.305 -0.1 2.9 -0.3 0.014
C -2.291 -12.154 24.443 -0.2 -1.4 1.8 -0.058
H 1.625 -13.600 24.154 -0.5 -0.3 -0.8 0.092
H 0.768 -14.044 22.546 0.4 0.0 0.7 0.070
H 1.004 -15.265 23.867 0.3 0.1 -0.3 0.063
H -0.359 -11.990 23.823 0.3 -0.7 0.1 0.085
H -2.863 -12.426 23.590 -0.8 -0.3 -0.7 0.041
H -2.315 -11.053 24.510 0.4 -0.5 0.3 0.086
H -2.777 -12.655 25.337 0.4 0.9 -0.9 0.107


Entry 2:
10
Properties=species:S:1:pos:R:3:forces:R:3:lowdin_charge:R:1 method="wB97M-V/def2-TZVPD" total_charge=+1 gap_ev="5.46 / 4.49" e_above_lowest_kj_mol=279.7
C 1.656 -1.170 -0.241 0.5 -0.6 0.2 -0.163
C 0.518 -0.195 -0.260 1.4 0.9 -0.5 -0.231
O -0.723 -0.861 -0.452 -2.9 -0.8 -0.3 -0.073
C -1.857 -0.311 0.032 4.5 3.2 1.8 -0.140
O -1.730 0.726 0.722 -2.2 -2.8 -1.8 0.010
O 2.789 -0.583 -0.154 -1.0 -0.3 0.0 -0.411
Rb -5.781 0.671 1.138 0.2 0.0 0.0 0.941
H 0.521 0.361 0.694 -0.1 0.1 -0.5 0.129
H 0.781 0.399 -1.189 -0.8 0.0 1.0 0.145
Mg 3.825 0.963 -0.290 0.3 0.3 0.0 0.792


Entry 3:
97
Properties=species:S:1:pos:R:3:forces:R:3:lowdin_charge:R:1 method="wB97M-V/def2-TZVPD" gap_ev=7.62 e_above_lowest_kj_mol=58.2
Ag -0.568 -0.438 0.459 0.4 -0.2 0.0 0.632
Cl -2.855 5.279 4.059 0.0 0.0 0.0 0.632
C -1.804 4.067 3.363 0.0 0.0 0.0 -0.681
C -0.860 4.460 2.400 0.0 0.0 0.0 -0.141
C -0.046 3.528 1.829 0.0 0.0 0.0 -0.579
Cl 1.126 4.030 0.651 0.0 0.0 0.0 0.708
C -0.104 2.114 2.135 0.1 0.0 -0.1 -0.446
O 0.679 1.295 1.589 -0.2 0.1 0.1 -0.148
C -1.115 1.772 3.103 0.1 0.0 0.0 -0.151
C -1.438 0.407 3.436 -0.1 0.0 0.1 -0.236
O -1.136 -0.616 2.834 0.0 -0.1 -0.1 -0.058
C -1.909 2.756 3.721 0.0 0.0 0.0 -0.096
H -0.771 5.502 2.118 0.0 0.0 0.0 0.105
H -2.075 0.306 4.338 0.0 0.0 0.0 0.124
H -2.643 2.452 4.460 0.0 0.0 0.0 0.112
C 2.796 -3.079 -3.958 0.0 0.0 0.0 -0.335
As 1.426 -2.679 -2.606 0.0 0.0 0.0 1.102
C -0.110 -3.201 -3.711 0.0 0.0 0.0 -0.326
C 1.701 -4.378 -1.624 0.0 0.0 0.0 -0.358
C 1.020 -4.542 -0.255 0.0 0.0 0.0 -0.676
C -0.443 -4.083 -0.328 0.0 0.0 0.0 -0.101
C 1.749 -3.771 0.855 0.0 0.0 0.0 -0.351
As 1.775 -1.798 0.812 -0.2 0.1 0.1 1.100
C 2.185 -1.518 2.697 0.0 0.0 0.0 -0.307
C 3.573 -1.473 0.114 0.0 0.0 0.0 -0.311
C 0.979 -6.043 0.114 0.0 0.0 0.0 -0.390
As 2.525 -7.220 0.537 0.0 0.0 0.0 1.119
C 2.980 -6.589 2.344 0.0 0.0 0.0 -0.356
C 4.082 -6.468 -0.401 0.0 0.0 0.0 -0.360
H 2.684 -4.093 -4.345 0.0 0.0 0.0 0.023
H 3.788 -2.972 -3.519 0.0 0.0 0.0 0.012
H 2.707 -2.371 -4.782 0.0 0.0 0.0 0.016
H 0.039 -4.191 -4.143 0.0 0.0 0.0 0.025
H -0.215 -2.472 -4.516 0.0 0.0 0.0 0.018
H -1.021 -3.188 -3.117 0.0 0.0 0.0 -0.005
H 2.783 -4.470 -1.514 0.0 0.0 0.0 0.046
H 1.382 -5.181 -2.297 0.0 0.0 0.0 0.079
H -0.532 -3.040 -0.641 0.0 0.0 0.0 0.003
H -0.922 -4.176 0.650 0.0 0.0 0.0 0.090
H -1.003 -4.696 -1.038 0.0 0.0 0.0 0.088
H 2.785 -4.101 0.926 0.1 0.0 0.0 0.043
H 1.272 -4.010 1.810 0.0 0.0 0.0 0.081
H 3.070 -2.077 3.002 0.0 0.0 0.0 0.026
H 1.322 -1.825 3.287 0.0 0.0 0.0 0.017
H 2.335 -0.450 2.847 0.0 0.0 0.0 0.019
H 4.286 -2.148 0.589 0.0 0.0 0.0 0.025
H 3.845 -0.444 0.349 0.0 0.0 0.0 0.026
H 3.601 -1.605 -0.966 0.0 0.0 0.0 -0.021
H 0.455 -6.572 -0.687 0.0 0.0 0.0 0.055
H 0.349 -6.163 1.003 0.0 0.0 0.0 0.065
H 2.082 -6.604 2.961 0.0 0.0 0.0 0.016
H 3.403 -5.587 2.356 0.0 0.0 0.0 0.004
H 3.699 -7.285 2.776 0.0 0.0 0.0 0.009
H 3.956 -6.570 -1.478 0.0 0.0 0.0 0.012
H 4.944 -7.067 -0.105 0.0 0.0 0.0 0.013
H 4.280 -5.427 -0.154 0.0 0.0 0.0 0.004
C -4.590 -1.606 -4.757 0.0 0.0 0.0 -0.101
C -4.594 -0.821 -3.445 0.0 0.0 0.0 -0.247
C -3.213 -0.515 -2.965 0.0 0.0 0.0 -0.614
N -2.648 -1.117 -1.979 0.0 0.0 0.0 0.028
N -1.370 -0.684 -1.740 0.0 0.0 0.0 -0.093
C -0.981 0.244 -2.567 0.0 0.0 0.0 -0.753
N 0.257 0.816 -2.556 0.0 0.0 0.0 0.108
S -2.185 0.663 -3.734 0.0 0.0 0.0 1.101
H -5.609 -1.833 -5.073 0.0 0.0 0.0 0.072
H -4.049 -2.546 -4.637 0.0 0.0 0.0 0.077
H -4.108 -1.040 -5.555 0.0 0.0 0.0 0.066
H -5.076 -1.397 -2.655 0.0 0.0 0.0 0.112
H -5.155 0.109 -3.563 0.0 0.0 0.0 0.106
H 0.780 0.592 -1.718 0.0 0.0 0.0 0.072
H 0.257 1.806 -2.750 0.0 0.0 0.0 0.076
C -4.328 5.396 0.360 0.0 0.0 0.0 -0.005
N -4.241 3.984 -0.017 0.0 0.0 0.1 -0.077
N -2.989 3.639 -0.546 0.0 0.0 0.0 0.052
C -2.592 2.397 -0.039 0.0 0.0 0.0 -0.391
O -1.597 1.802 -0.432 -0.1 0.1 0.1 -0.010
C -3.606 2.038 0.924 0.0 0.0 0.0 0.073
C -4.524 3.025 0.943 0.0 0.0 -0.1 -0.263
C -5.694 3.197 1.845 0.0 0.0 0.0 -0.009
C -2.681 4.021 -1.876 0.0 0.0 0.0 -0.199
C -3.688 4.258 -2.803 0.0 0.0 0.0 -0.025
C -3.351 4.579 -4.110 0.0 0.0 0.0 -0.086
C -2.020 4.650 -4.494 0.0 0.0 0.0 -0.096
C -1.021 4.421 -3.557 0.0 0.0 0.0 -0.084
C -1.343 4.116 -2.243 0.0 0.0 0.0 -0.029
H -5.344 5.610 0.680 0.0 0.0 0.0 0.090
H -4.106 6.003 -0.516 0.0 0.0 0.0 0.088
H -3.626 5.636 1.163 0.0 0.0 0.0 0.074
H -3.608 1.133 1.507 0.0 0.0 0.0 0.122
H -5.856 2.282 2.410 0.0 0.0 0.0 0.088
H -6.597 3.431 1.281 0.0 0.0 0.0 0.090
H -5.510 4.004 2.557 0.0 0.0 0.0 0.077
H -4.723 4.178 -2.496 0.0 0.0 0.0 0.114
H -4.135 4.765 -4.833 0.0 0.0 0.0 0.104
H -1.762 4.896 -5.516 0.0 0.0 0.0 0.102
H 0.020 4.504 -3.846 0.0 0.0 0.0 0.108
H -0.580 3.959 -1.493 0.0 0.0 0.0 0.069


Entry 4:
55
Properties=species:S:1:pos:R:3:forces:R:3:lowdin_charge:R:1 method="wB97M-V/def2-TZVPD" total_charge=-2 gap_ev=6.55 e_above_lowest_kj_mol=0.0
Au -0.983 -0.892 -0.785 -0.1 0.0 0.1 0.741
C 0.756 0.404 6.438 0.0 0.0 0.0 -0.130
C -0.567 0.603 6.073 0.0 0.0 0.0 -0.121
C -0.940 0.532 4.735 0.0 0.0 0.0 -0.102
C -0.003 0.248 3.743 -0.1 0.1 -0.1 -0.366
C 1.329 0.039 4.119 0.1 0.0 0.0 -0.088
C 1.699 0.129 5.454 0.0 0.0 0.0 -0.094
P -0.393 0.036 1.936 0.0 0.0 0.1 1.066
C -2.222 0.275 2.041 0.0 -0.1 -0.1 -0.411
C -2.984 -0.865 2.303 0.0 0.0 0.0 -0.122
C -4.364 -0.796 2.400 0.0 0.0 0.0 -0.102
C -5.015 0.417 2.210 0.0 0.0 0.0 -0.124
C -4.272 1.551 1.916 0.0 0.0 0.0 -0.107
C -2.886 1.479 1.833 0.0 0.0 0.1 -0.087
C 0.124 1.678 1.273 0.0 0.0 0.1 -0.321
C 0.486 2.673 2.146 0.0 0.0 0.0 -0.094
C 0.969 3.919 1.700 0.0 0.0 0.0 -0.093
C 1.091 4.152 0.366 0.0 0.0 0.0 -0.065
C 0.715 3.163 -0.576 0.0 0.0 0.0 -0.195
C 0.868 3.441 -1.955 0.0 0.0 0.0 -0.087
C 0.505 2.505 -2.877 0.0 0.0 0.0 -0.126
C -0.031 1.274 -2.455 0.0 0.0 0.0 -0.185
C -0.203 0.927 -1.125 0.1 0.0 0.0 -0.332
C 0.202 1.904 -0.144 0.0 0.0 -0.1 -0.211
H 1.052 0.465 7.480 0.0 0.0 0.0 0.082
H -1.315 0.822 6.828 0.0 0.0 0.0 0.085
H -1.978 0.702 4.473 0.0 0.0 0.0 0.091
H 2.079 -0.149 3.352 0.0 0.0 0.0 0.072
H 2.738 -0.019 5.723 0.0 0.0 0.0 0.095
H -2.479 -1.821 2.396 0.0 0.0 0.0 0.102
H -4.937 -1.695 2.598 0.0 0.0 0.0 0.091
H -6.096 0.473 2.270 0.0 0.0 0.0 0.084
H -4.772 2.498 1.743 0.0 0.0 0.0 0.089
H -2.313 2.369 1.602 0.0 0.0 0.0 0.099
H 0.435 2.504 3.212 0.0 0.0 0.0 0.092
H 1.262 4.670 2.425 0.0 0.0 0.0 0.091
H 1.484 5.095 -0.003 0.0 0.0 0.0 0.097
H 1.280 4.400 -2.252 0.0 0.0 0.0 0.092
H 0.629 2.703 -3.938 0.0 0.0 0.0 0.083
H -0.311 0.559 -3.220 0.0 0.0 0.0 0.056
C 3.367 0.365 -0.732 0.0 0.0 0.0 0.007
C 3.916 0.143 0.697 0.0 0.0 0.0 -0.555
O 2.985 0.048 1.632 0.1 0.0 0.0 -0.160
C 4.867 1.344 1.007 0.0 0.0 0.0 -0.537
F 5.550 1.211 2.166 0.0 0.0 0.0 0.116
F 4.160 2.482 1.112 0.0 0.0 0.0 0.128
F 5.820 1.594 0.057 0.0 0.0 0.0 0.087
C 4.780 -1.156 0.659 0.0 0.0 0.0 -0.541
F 4.048 -2.205 0.245 0.0 0.0 0.0 0.128
F 5.285 -1.497 1.861 0.0 0.0 0.0 0.118
F 5.857 -1.106 -0.186 0.0 0.0 0.0 0.088
H 2.816 1.304 -0.736 0.0 0.0 0.0 0.073
H 2.655 -0.432 -0.936 0.0 0.0 0.0 0.083
H 4.141 0.390 -1.504 0.0 0.0 0.0 0.079
F -1.847 -2.728 -0.599 0.0 0.0 0.0 -0.761